{
  "formula": "C23H52N6O9",
  "method": "wB97M-V/def2-TZVPD",
  "symbols": ["C", "C", "C", "O", "C", "O", "C", "O", "N", "C", "C", "C", "O", "H", "H", "H", "H", "H", "H", "H", "H", "H", "H", "H", "H", "H", "H", "H", "H", "H", "C", "N", "C", "C", "O", "H", "H", "H", "H", "H", "H", "H", "C", "N", "C", "C", "O", "H", "H", "H", "H", "H", "H", "H", "C", "N", "C", "C", "O", "H", "H", "H", "H", "H", "H", "H", "C", "N", "C", "C", "O", "H", "H", "H", "H", "H", "H", "H", "C", "N", "C", "C", "O", "H", "H", "H", "H", "H", "H", "H"],
  "coordinates": [[0.514, 0.991, -0.650], [0.669, -0.594, -0.870], [-0.735, -1.147, -1.444], [-1.323, -2.112, -0.510], [-2.581, -2.544, -1.114], [-3.699, -2.196, -0.264], [-4.900, -2.066, -1.037], [-5.049, -2.672, -2.135], [-5.884, -1.149, -0.483], [-7.284, -1.605, -0.695], [-8.194, -0.251, -0.739], [-9.745, -0.618, -0.596], [-7.980, 0.339, -2.056], [1.325, 1.329, 0.094], [0.753, 1.494, -1.660], [-0.519, 1.314, -0.295], [1.469, -0.764, -1.675], [0.962, -1.161, 0.083], [-1.462, -0.254, -1.473], [-0.528, -1.592, -2.477], [-2.608, -2.080, -2.154], [-2.545, -3.686, -1.241], [-5.696, -0.958, 0.518], [-7.473, -2.126, -1.687], [-7.700, -2.271, 0.140], [-7.783, 0.414, 0.092], [-10.340, 0.278, -0.974], [-10.035, -1.558, -1.197], [-9.968, -0.789, 0.518], [-8.651, -0.033, -2.678], [-0.218, -4.999, 3.958], [0.146, -5.996, 2.976], [-0.040, -5.954, 1.629], [-0.705, -4.732, 1.052], [0.329, -6.890, 0.929], [0.688, -4.683, 4.480], [-0.903, -5.456, 4.675], [-0.695, -4.131, 3.507], [0.597, -6.844, 3.296], [-0.786, -4.837, -0.029], [-1.710, -4.622, 1.466], [-0.108, -3.844, 1.268], [-0.512, 5.753, -2.795], [0.185, 4.510, -3.042], [1.525, 4.272, -2.988], [2.427, 5.422, -2.632], [1.956, 3.149, -3.226], [-1.212, 5.596, -1.974], [-1.069, 6.020, -3.697], [0.167, 6.563, -2.539], [-0.359, 3.695, -3.287], [3.463, 5.084, -2.628], [2.326, 6.220, -3.372], [2.181, 5.796, -1.637], [3.824, -11.315, 3.801], [2.827, -10.350, 4.208], [2.591, -9.115, 3.687], [3.456, -8.660, 2.543], [1.700, -8.416, 4.151], [3.314, -12.233, 3.503], [4.469, -11.526, 4.657], [4.432, -10.956, 2.973], [2.210, -10.589, 4.971], [3.153, -7.660, 2.233], [4.502, -8.624, 2.856], [3.338, -9.336, 1.693], [7.341, 7.340, -4.116], [6.020, 7.348, -3.525], [5.671, 7.675, -2.250], [6.770, 8.084, -1.306], [4.498, 7.630, -1.906], [7.343, 8.026, -4.965], [7.552, 6.329, -4.473], [8.111, 7.640, -3.408], [5.234, 7.084, -4.103], [6.344, 8.315, -0.330], [7.485, 7.267, -1.188], [7.275, 8.976, -1.683], [-1.294, 4.309, 2.891], [-0.885, 4.852, 1.613], [0.380, 5.074, 1.161], [1.522, 4.722, 2.075], [0.557, 5.543, 0.045], [-1.880, 3.405, 2.709], [-1.923, 5.047, 3.393], [-0.446, 4.066, 3.526], [-1.601, 5.110, 0.950], [2.467, 4.952, 1.582], [1.460, 5.308, 2.995], [1.503, 3.655, 2.305]],
  "atomic_forces_ev_per_a": [[1.272, -0.192, -0.316], [-0.880, 0.229, -0.349], [1.062, 0.994, 0.800], [-1.481, 0.209, -1.853], [1.701, -1.282, -0.622], [-1.690, 1.024, -2.001], [-0.078, -0.960, -1.973], [0.520, 2.278, 4.071], [1.416, -2.973, -0.074], [-2.043, 1.307, 0.124], [-0.136, -2.062, -0.862], [0.551, 0.375, 0.677], [-0.627, -0.208, 0.703], [-1.325, -0.264, -1.088], [-0.491, -0.543, 1.650], [1.365, -0.572, -0.318], [-1.052, 0.183, 1.355], [-0.546, 0.857, -1.408], [1.046, -1.336, -0.443], [-0.692, 0.407, 1.357], [-0.704, -0.551, 1.493], [-0.141, 1.679, 0.364], [-0.002, -0.163, -0.975], [0.828, 0.667, 1.309], [0.872, 0.746, -0.943], [-0.864, -0.421, -1.381], [0.646, -1.252, 0.601], [0.591, 1.447, 0.895], [0.081, 0.160, -1.720], [0.801, 0.348, 0.904], [0.211, -0.420, 0.071], [-0.138, 0.110, -0.621], [0.156, -0.405, 0.197], [0.021, -0.045, -0.115], [-0.024, 0.159, -0.057], [-0.160, 0.186, 0.135], [-0.023, 0.254, 0.117], [0.058, -0.120, -0.027], [0.101, -0.059, 0.152], [0.107, -0.079, 0.161], [0.079, 0.198, 0.024], [-0.229, 0.052, 0.004], [-0.350, -0.348, -0.192], [0.480, -0.027, -0.036], [-0.077, -0.261, 0.000], [0.089, -0.065, -0.021], [-0.016, 0.009, 0.031], [0.039, 0.316, 0.011], [-0.039, 0.214, 0.075], [-0.016, -0.203, 0.048], [0.053, 0.110, 0.035], [-0.174, -0.063, -0.052], [-0.003, 0.094, 0.185], [-0.012, 0.141, -0.165], [-0.281, -0.157, 0.374], [-0.057, 0.487, -0.204], [-0.227, -0.026, 0.171], [0.021, 0.168, -0.078], [0.012, 0.041, 0.019], [0.254, -0.074, -0.096], [0.160, -0.138, -0.186], [-0.130, 0.042, 0.098], [0.073, 0.003, -0.096], [-0.102, -0.161, 0.088], [-0.005, -0.114, -0.131], [0.147, 0.048, 0.027], [-0.381, -0.151, -0.323], [0.008, 0.142, 0.434], [-0.591, -0.108, -0.118], [0.056, 0.044, 0.163], [0.279, 0.101, 0.047], [0.287, -0.041, -0.001], [0.267, 0.099, -0.041], [-0.158, -0.024, -0.015], [0.102, 0.012, 0.059], [-0.080, -0.064, -0.188], [0.100, 0.153, -0.042], [0.134, -0.125, 0.039], [-0.396, 0.109, -0.309], [0.473, 0.047, -0.071], [-0.175, 0.152, -0.436], [0.179, -0.007, 0.008], [-0.001, -0.068, 0.275], [0.026, -0.042, 0.282], [0.024, -0.171, 0.228], [-0.040, 0.057, -0.149], [0.069, -0.039, 0.097], [-0.202, 0.017, -0.057], [0.016, -0.173, 0.048], [0.006, 0.086, 0.150]],
  "smiles": "CCCOCOC(=O)NC[C@H](C)O.CNC(C)=O.CNC(C)=O.CNC(C)=O.CNC(C)=O.CNC(C)=O",
  "max_force_ev_per_a": 4.694,
  "homo_energy_ev": -8.681,
  "e_lumo_ev": 0.593,
  "multiplicity": 1,
  "energy_ev": -52062.2283
}

{
  "formula": "C23H52O3P4PrS",
  "method": "wB97M-V/def2-TZVPD",
  "symbols": ["Pr", "P", "P", "P", "H", "C", "C", "H", "C", "C", "C", "C", "C", "C", "C", "C", "C", "H", "H", "H", "H", "H", "H", "H", "H", "H", "H", "H", "H", "H", "H", "H", "H", "H", "H", "H", "H", "H", "H", "H", "H", "H", "H", "H", "H", "H", "C", "C", "C", "C", "C", "C", "S", "H", "H", "H", "H", "H", "H", "C", "C", "O", "P", "O", "C", "C", "O", "C", "C", "H", "H", "H", "H", "H", "H", "H", "H", "H", "H", "H", "H", "H", "H", "H"],
  "coordinates": [[-0.267, -0.254, 0.208], [1.973, 1.464, 1.138], [-2.041, 2.218, 0.468], [0.651, 1.291, -2.128], [-0.866, -2.816, -1.122], [-0.014, -2.492, -1.746], [1.270, -2.540, -1.307], [1.549, -2.998, -0.349], [2.441, 1.006, 2.848], [1.953, 3.291, 1.289], [3.593, 1.208, 0.311], [-3.558, 1.654, -0.402], [-2.755, 2.861, 2.023], [-1.705, 3.808, -0.382], [1.877, 0.404, -3.157], [1.286, 2.990, -2.301], [-0.850, 1.387, -3.175], [-0.290, -2.238, -2.774], [2.123, -2.155, -1.879], [2.362, -0.084, 2.969], [1.766, 1.487, 3.567], [3.473, 1.334, 3.050], [1.118, 3.591, 1.935], [1.813, 3.763, 0.309], [2.897, 3.644, 1.733], [3.809, 0.132, 0.272], [4.376, 1.715, 0.893], [3.584, 1.596, -0.715], [-4.314, 2.449, -0.343], [-3.932, 0.747, 0.094], [-3.335, 1.411, -1.449], [-3.572, 3.557, 1.772], [-1.964, 3.390, 2.575], [-3.116, 2.033, 2.645], [-2.540, 4.494, -0.176], [-1.594, 3.670, -1.464], [-0.774, 4.232, 0.020], [1.938, 0.885, -4.143], [1.587, -0.647, -3.285], [2.853, 0.436, -2.654], [1.342, 3.216, -3.376], [2.287, 3.061, -1.856], [0.616, 3.705, -1.808], [-0.552, 1.700, -4.186], [-1.609, 2.070, -2.774], [-1.319, 0.395, -3.220], [-0.581, -2.436, -6.305], [-1.664, -2.460, -7.207], [-1.923, -3.608, -7.955], [-1.062, -4.712, -7.895], [0.120, -4.604, -7.153], [0.393, -3.460, -6.410], [-0.304, -1.131, -5.202], [-1.494, -0.968, -4.465], [-2.286, -1.574, -7.296], [-2.797, -3.657, -8.600], [-1.285, -5.633, -8.448], [0.839, -5.427, -7.158], [1.341, -3.333, -5.892], [-1.492, 2.477, 5.862], [-0.938, 1.478, 4.894], [-2.070, 0.686, 4.421], [-1.908, -0.514, 3.333], [-1.321, -1.722, 4.221], [-0.991, -1.779, 5.659], [0.496, -1.887, 5.846], [0.599, -1.609, 1.626], [0.716, -2.877, 2.248], [2.097, -3.066, 2.820], [-2.209, 3.137, 5.370], [-0.695, 3.094, 6.287], [-1.993, 1.972, 6.688], [-0.460, 1.950, 4.031], [-0.215, 0.822, 5.387], [-1.388, -0.874, 6.136], [-1.523, -2.663, 6.025], [1.053, -1.119, 5.286], [0.716, -1.754, 6.911], [0.862, -2.883, 5.566], [-0.041, -2.943, 3.042], [0.474, -3.650, 1.505], [2.238, -2.331, 3.616], [2.267, -4.075, 3.210], [2.860, -2.935, 2.050]],
  "atomic_forces_ev_per_a": [[1.176, -1.039, 0.305], [0.926, 0.558, 0.553], [-0.735, 0.684, -0.133], [0.253, 0.261, -0.823], [0.510, -0.354, -0.142], [0.602, 0.055, 0.455], [-0.642, -0.014, 0.085], [-0.316, 0.360, -0.335], [-0.088, -0.273, 0.163], [-0.343, 0.055, -0.138], [-0.188, -0.308, -0.272], [0.220, -0.226, 0.122], [0.250, -0.109, 0.095], [0.349, -0.049, 0.077], [-0.056, -0.254, 0.101], [-0.007, 0.186, 0.295], [-0.097, -0.240, 0.044], [0.282, 0.283, 0.186], [-0.487, -0.404, -0.110], [0.134, 0.301, -0.008], [0.168, -0.068, -0.109], [-0.373, -0.095, 0.009], [0.196, 0.030, -0.085], [0.096, -0.065, 0.269], [-0.294, -0.131, -0.142], [0.077, 0.241, 0.002], [-0.243, -0.145, -0.218], [0.068, -0.072, 0.289], [0.114, -0.315, -0.132], [-0.156, 0.229, -0.167], [-0.195, 0.115, 0.230], [0.274, -0.291, 0.255], [-0.322, -0.034, -0.079], [-0.139, 0.387, -0.097], [0.267, -0.199, -0.133], [-0.084, 0.107, 0.323], [-0.288, 0.047, -0.137], [0.064, -0.184, 0.260], [0.094, 0.418, -0.125], [-0.196, 0.081, -0.180], [0.034, 0.001, 0.343], [-0.240, 0.097, -0.210], [0.294, -0.102, -0.210], [-0.277, -0.138, 0.198], [0.363, -0.019, -0.130], [0.099, 0.293, -0.106], [-0.107, -1.543, -1.714], [0.206, -0.121, 0.602], [0.235, -0.265, -0.060], [0.045, 0.339, 0.200], [0.055, -0.090, -0.290], [-0.719, 0.385, 0.532], [-0.525, 1.250, 1.015], [0.900, -0.741, -1.239], [-0.143, -0.248, 0.091], [0.156, 0.133, 0.117], [0.104, 0.509, 0.247], [-0.187, 0.336, -0.047], [-0.222, -0.273, 0.115], [-0.175, 0.395, 0.170], [0.777, 0.667, 0.730], [-0.089, -2.289, -2.938], [1.028, -0.609, 4.896], [-1.340, 2.008, -2.343], [-0.259, 0.319, 0.838], [0.469, -0.358, -0.066], [-1.404, 1.351, -0.585], [-0.020, -0.552, -0.022], [0.262, -0.115, -0.001], [0.047, -0.043, 0.072], [-0.007, -0.121, -0.126], [-0.003, 0.002, -0.014], [-0.124, -0.037, -0.010], [-0.113, -0.057, -0.183], [-0.076, -0.369, -0.197], [0.078, 0.230, -0.135], [-0.207, -0.184, 0.152], [-0.081, 0.006, -0.141], [-0.042, 0.324, -0.021], [0.280, -0.152, -0.284], [0.055, 0.016, 0.133], [0.297, -0.166, -0.058], [-0.286, 0.187, 0.107], [-0.010, 0.212, 0.011]],
  "charge": 3,
  "max_force_ev_per_a": 5.039,
  "homo_energy_ev": [-14.312, -14.312],
  "e_lumo_ev": [-11.389, -11.381],
  "multiplicity": 3,
  "energy_ev": -92871.0287
}

{
  "formula": "C23H52O4P4Zr",
  "method": "wB97M-V/def2-TZVPD",
  "symbols": ["Zr", "P", "P", "P", "H", "C", "C", "H", "C", "C", "C", "C", "C", "C", "C", "C", "C", "H", "H", "H", "H", "H", "H", "H", "H", "H", "H", "H", "H", "H", "H", "H", "H", "H", "H", "H", "H", "H", "H", "H", "H", "H", "H", "H", "H", "H", "C", "C", "C", "C", "C", "C", "O", "H", "H", "H", "H", "H", "H", "C", "C", "O", "P", "O", "C", "C", "O", "C", "C", "H", "H", "H", "H", "H", "H", "H", "H", "H", "H", "H", "H", "H", "H", "H"],
  "coordinates": [[0.261, -0.280, -0.578], [0.722, -2.629, -1.427], [2.838, 0.108, 0.030], [-2.397, 0.176, -0.926], [2.190, 4.353, -0.883], [1.134, 4.638, -0.798], [0.414, 4.467, 0.317], [0.809, 3.942, 1.200], [1.949, -2.665, -2.798], [1.315, -4.014, -0.402], [-0.757, -3.358, -2.232], [3.280, 1.609, 0.965], [3.432, -1.183, 1.179], [4.190, 0.114, -1.195], [-2.943, 1.864, -0.494], [-3.498, -0.875, 0.078], [-3.016, -0.073, -2.624], [0.711, 5.147, -1.674], [-0.642, 4.755, 0.371], [1.433, -2.812, -3.752], [2.645, -3.494, -2.609], [2.520, -1.728, -2.835], [0.810, -4.925, -0.743], [1.070, -3.824, 0.648], [2.399, -4.121, -0.508], [-0.478, -4.328, -2.671], [-1.121, -2.682, -3.020], [-1.559, -3.495, -1.497], [4.370, 1.619, 1.103], [2.785, 1.593, 1.942], [2.973, 2.506, 0.412], [4.464, -0.934, 1.454], [3.403, -2.167, 0.693], [2.798, -1.191, 2.077], [5.137, 0.267, -0.659], [4.045, 0.934, -1.910], [4.233, -0.842, -1.731], [-3.989, 2.026, -0.774], [-2.326, 2.610, -1.016], [-2.827, 2.020, 0.585], [-4.548, -0.705, -0.197], [-3.340, -0.648, 1.142], [-3.240, -1.925, -0.102], [-4.066, 0.225, -2.710], [-2.925, -1.142, -2.854], [-2.406, 0.500, -3.339], [0.127, 1.303, -3.522], [0.682, 0.426, -4.436], [0.501, 0.713, -5.788], [-0.280, 1.803, -6.180], [-0.935, 2.599, -5.217], [-0.734, 2.357, -3.845], [0.552, 1.119, -2.184], [0.455, 1.945, -1.639], [1.254, -0.427, -4.061], [1.027, 0.109, -6.535], [-0.378, 2.047, -7.239], [-1.578, 3.421, -5.516], [-1.226, 2.950, -3.064], [-0.906, -3.693, 3.655], [-1.402, -2.407, 3.045], [-0.230, -1.703, 2.557], [-0.212, -0.150, 1.988], [0.890, 0.483, 3.081], [1.384, -0.170, 4.316], [0.336, -0.168, 5.390], [-1.643, 0.531, 2.527], [-1.852, 1.556, 3.544], [-3.020, 2.441, 3.195], [-0.472, -4.363, 2.908], [-1.750, -4.217, 4.114], [-0.156, -3.502, 4.429], [-2.093, -2.582, 2.213], [-1.909, -1.783, 3.794], [1.713, -1.196, 4.101], [2.267, 0.416, 4.600], [-0.511, -0.809, 5.113], [0.762, -0.579, 6.310], [-0.026, 0.848, 5.582], [-2.020, 1.016, 4.485], [-0.940, 2.158, 3.648], [-3.914, 1.876, 2.915], [-3.247, 3.039, 4.082], [-2.766, 3.154, 2.403]],
  "atomic_forces_ev_per_a": [[-0.014, 0.437, -1.884], [0.477, -2.959, -1.527], [2.199, 0.517, 1.350], [-2.018, 0.720, 0.372], [-0.380, 0.177, 0.160], [-0.048, -0.083, -0.303], [-0.295, -1.015, -0.094], [0.009, 0.510, -0.308], [0.273, 0.706, -0.066], [-0.050, 0.344, 1.006], [-0.567, 0.732, 0.136], [-0.573, 0.417, 0.085], [-0.671, -0.371, 0.029], [-0.505, -0.172, -0.913], [0.678, 0.345, 0.115], [0.497, -0.304, 0.301], [0.941, -0.335, -0.381], [0.195, -0.135, 0.412], [0.469, 0.165, 0.004], [0.111, 0.035, 0.162], [-0.250, 0.234, -0.107], [0.020, -0.322, -0.175], [0.123, 0.200, 0.046], [0.074, -0.324, -0.042], [-0.207, 0.031, 0.074], [0.035, 0.301, 0.142], [0.068, -0.278, 0.058], [0.100, -0.152, -0.150], [-0.275, -0.055, -0.082], [0.078, 0.095, -0.165], [0.152, -0.113, 0.193], [-0.195, -0.065, -0.059], [0.125, 0.165, 0.250], [0.292, -0.119, -0.168], [-0.324, -0.050, 0.005], [0.139, -0.205, 0.069], [0.127, 0.276, 0.050], [0.134, -0.235, -0.021], [-0.219, -0.112, 0.129], [-0.056, -0.062, -0.249], [0.294, 0.024, -0.001], [-0.175, -0.051, -0.295], [-0.262, 0.063, 0.066], [0.114, 0.014, 0.250], [-0.157, 0.214, -0.138], [-0.344, -0.229, 0.149], [-0.652, 0.525, -1.527], [-0.033, 0.214, 0.241], [0.049, -0.107, -0.247], [-0.132, 0.235, 0.386], [0.340, -0.463, 0.318], [0.427, -0.368, -0.334], [-0.416, -0.140, 3.021], [0.319, 0.526, -0.971], [0.102, 0.426, -0.422], [-0.371, 0.172, 0.226], [-0.023, -0.104, 0.333], [0.096, -0.127, -0.033], [0.317, -0.026, -0.395], [-0.035, -0.210, 0.050], [-0.846, -0.549, 0.510], [0.399, 2.268, -2.490], [-1.011, 0.625, 8.360], [-1.260, -0.559, -3.301], [0.360, -0.458, 0.396], [-0.309, 0.051, 0.055], [2.407, -1.708, -2.855], [0.246, 0.632, 1.083], [0.044, 0.041, -0.220], [-0.043, 0.099, 0.044], [0.124, 0.069, -0.013], [-0.175, -0.003, -0.069], [0.133, 0.010, 0.137], [0.185, -0.085, -0.282], [-0.135, 0.306, -0.188], [-0.306, -0.006, -0.221], [0.157, 0.165, 0.130], [-0.023, 0.142, -0.103], [0.159, -0.270, 0.126], [-0.007, 0.133, -0.350], [-0.180, -0.303, -0.027], [0.102, 0.064, 0.146], [-0.087, -0.081, -0.065], [-0.062, -0.113, 0.068]],
  "charge": 4,
  "max_force_ev_per_a": 8.444,
  "homo_energy_ev": -19.989,
  "e_lumo_ev": -14.732,
  "multiplicity": 1,
  "energy_ev": -71280.2573
}